Density functional theory data (the ωB97M-V functional and the def2-TZVPD basis) for a gas-phase ion, CH6NO (charge +1).

The geometry in ORCA input format:
```
! RIJCOSX wB97M-V def2-TZVPD def2/J DEFGRID3
* xyz 1 3
O -0.0013 -0.3558 -1.6349
N -0.5571 0.3806 0.6235
C 0.5677 -0.2787 -0.4354
H -1.2544 1.0667 0.2484
H 1.5105 0.3769 -0.4349
H -0.6253 -1.0949 -1.9858
H 1.0490 -1.1424 0.0527
H -0.0343 0.7677 1.3116
H -0.9803 -0.4105 0.9695
*
```

* gap between HOMO and LUMO (spin up / spin down): 5.176 / 6.946 eV
* <S²>: 2.00



Density functional theory data (the ωB97M-V functional and the def2-TZVPD basis) for a molecular structure, C18H20N2O2S3Sc.

The geometry in ORCA input format:
```
! RIJCOSX wB97M-V def2-TZVPD def2/J DEFGRID3
* xyz 1 1
Sc -0.1080 0.3298 0.4037
S -3.1609 -0.1198 1.3578
S 2.5224 3.3918 -2.0950
S 0.0301 2.1562 -1.2284
O -2.0451 -0.0099 0.3171
O 0.0423 -0.5402 2.0010
N 2.5325 1.3484 -0.4552
N 1.9621 0.3706 0.3234
C 2.7613 -3.3457 3.3209
C 4.2550 -0.3753 0.6812
C 5.1371 4.9828 2.1178
C 3.9451 5.4786 2.6195
C 4.0155 4.2598 0.1121
C 5.1729 4.3759 0.8759
C 0.9496 -1.4264 2.3861
C 1.7819 2.1476 -1.1352
C 2.7840 -0.4633 0.9342
C -4.1891 -1.4795 0.7172
C 2.7902 5.3595 1.8695
C 1.4672 -3.3014 3.8308
C 3.1549 -2.4400 2.3657
C -4.2146 1.2865 0.8871
C 4.1217 3.6351 -1.2549
C 2.2865 -1.4438 1.8778
C 2.8258 4.7561 0.6235
C 0.5758 -2.3654 3.3609
H -5.0849 1.3304 1.5328
H 4.6310 -1.3177 0.2861
H -0.4377 -2.3270 3.7363
H 4.4433 0.4099 -0.0456
H 1.9167 4.6908 0.0434
H -4.4763 -1.2863 -0.3119
H -5.0652 -1.5862 1.3488
H -3.6144 2.1855 1.0199
H 6.0430 5.0726 2.6971
H 3.4549 -4.0892 3.6800
H 6.1125 4.0036 0.4932
H 1.8554 5.7435 2.2501
H 4.6696 4.2938 -1.9321
H 4.7857 -0.1469 1.6047
H 1.1597 -4.0030 4.5903
H -3.5941 -2.3888 0.7721
H 3.9220 5.9623 3.5839
H 4.6328 2.6740 -1.2195
H 4.1558 -2.5161 1.9737
H -4.5063 1.1957 -0.1551
*
```

* gap between HOMO and LUMO: 7.260 eV



Density functional theory data (the ωB97M-V functional and the def2-TZVPD basis) for a molecular structure, C18H15BCrO3.

The geometry in ORCA input format:
```
! RIJCOSX wB97M-V def2-TZVPD def2/J DEFGRID3
* xyz 3 4
Cr 2.6370 0.9925 5.0703
O 0.1946 2.2044 6.3434
O 3.0506 3.4204 3.3526
O 4.3834 2.0113 7.2950
C 0.0345 -0.8946 5.3183
C -5.5644 1.1616 5.2422
C -3.9603 1.6073 3.5145
C 3.7797 -0.8050 5.4602
C 2.4374 -1.0042 5.8522
C 3.7189 1.6346 6.4504
C 1.6965 -0.2890 3.6065
C 1.3660 -0.7594 4.9255
C -3.0165 0.8800 4.1963
C -1.1574 -0.8047 5.6956
C 4.0834 -0.3297 4.1565
C -4.6295 0.4279 5.9282
C -5.2376 1.7407 4.0297
C -2.4009 -0.5719 6.0940
C 3.0410 -0.0897 3.2240
C -3.3370 0.2483 5.4100
C 1.1247 1.7524 5.8646
C 2.8956 2.5025 4.0097
B -2.4018 0.7109 10.2482
H 2.2000 -1.3628 6.8558
H 5.1255 -0.2033 3.8556
H -2.7131 -1.0254 7.0184
H -5.9786 2.3030 3.4854
H 0.8912 -0.1411 2.8865
H 3.2813 0.2221 2.2038
H 4.5870 -0.9945 6.1728
H -2.4650 0.2499 9.1685
H -6.5536 1.2917 5.6506
H -4.8805 -0.0175 6.8741
H -1.3031 1.0772 10.4534
H -2.0162 0.7921 3.8106
H -3.1404 1.6226 10.3288
H -2.6983 -0.1051 11.0419
H -3.7050 2.0791 2.5788
*
```

* gap between HOMO and LUMO (spin up / spin down): 6.216 / 4.438 eV
* <S²>: 3.78



Density functional theory data (the ωB97M-V functional and the def2-TZVPD basis) for a molecular structure, C28H62F6NO28S2Tl.

The geometry in ORCA input format:
```
! RIJCOSX wB97M-V def2-TZVPD def2/J DEFGRID3
* xyz -1 2
Tl 3.8604 2.8805 -2.1688
S 0.3782 3.4674 -4.0826
S 1.0458 1.0038 -4.9517
F 1.0402 3.8707 -6.8029
F -0.7510 4.9641 -6.0042
F 2.4331 1.4005 -7.1962
F 1.9072 -0.6603 -6.8620
F 3.4918 0.2766 -5.7277
F 1.2655 5.5359 -5.4110
O -1.3382 -5.3564 -3.1681
O -0.2699 -2.3089 1.1126
O 1.2703 2.6310 -0.6505
O 3.5664 -2.0376 -2.3599
O 0.7928 4.3411 -3.0116
O -5.0209 -4.4537 2.4526
O 5.0497 0.1200 -3.1735
O 0.3606 6.6398 -0.8609
O -6.8211 1.9343 -1.5467
O -4.8051 -0.6560 2.3192
O -2.7589 6.1802 -0.0624
O -4.2803 1.5023 0.9602
O 0.9089 -0.0649 -4.0293
O -0.9812 3.0700 -3.9548
O -3.1880 -3.0624 0.7789
O -0.1032 1.2491 -5.8528
O 0.0522 3.4335 2.9033
O 6.2364 -2.6178 -1.2075
O 0.4738 -2.9149 -2.4845
O 0.0595 -3.1686 4.6197
O 0.9550 5.4266 5.9240
O 2.6371 0.3566 -1.3701
O -1.2238 -5.0128 2.5431
O 6.0763 2.4684 -4.1762
O -5.3098 -1.9474 4.8530
O 1.9942 -0.8965 4.5255
O -1.7706 0.1308 1.7751
O 2.9836 1.4663 2.7360
N 1.7128 2.2314 -4.2769
C 3.7364 0.2178 3.0918
C -1.5742 6.2024 0.6502
C 6.8423 1.3315 -4.4735
C -6.3539 -1.6594 3.8948
C -5.2861 -4.4349 1.1083
C -0.7206 -5.0928 -1.9078
C -6.0625 -0.4448 2.9854
C 0.4757 4.5589 -5.7307
C 0.7772 -4.0502 3.7969
C -0.3477 5.7128 -0.0775
C 3.9930 -3.1945 -1.5944
C -5.9187 1.3333 -0.6380
C -0.1742 4.2032 4.1059
C 0.8174 1.4906 -0.3138
C -0.1176 -5.2726 3.3639
C -0.7713 0.1207 0.9193
C 6.3566 -0.0401 -3.6894
C -4.6746 2.0776 -0.3066
C 1.1936 4.8254 4.6649
C 0.6514 -4.2315 -1.9540
C 1.2194 -1.0714 0.0014
C 2.8697 -0.9885 3.3722
C 1.5865 0.2168 -0.7334
C 5.0469 -2.9490 -0.5137
C -0.4837 1.3487 0.3638
C -4.4918 -3.4133 0.2663
C 0.0066 -1.1263 0.6626
C 2.3087 0.4074 -6.2437
H 1.7991 -1.9690 -0.1554
H 7.1899 -0.3431 -3.0555
H -5.7759 0.4837 3.4793
H -1.4776 -4.7548 -1.2002
H -3.8370 2.0542 -1.0037
H -5.6059 -5.1057 2.8455
H -0.6638 -5.7457 4.1799
H -6.3585 1.7407 -2.3653
H -0.1177 6.7472 -1.6863
H 6.9194 -2.4139 -0.5645
H 4.2069 0.4578 4.0453
H -6.3589 1.1169 0.3354
H 3.1654 -3.8166 -1.2536
H 0.3117 6.1150 5.7398
H -3.4938 6.2561 0.5505
H -4.9728 3.1215 -0.2104
H -6.8562 -0.1604 2.2946
H 6.1749 3.1299 -4.8649
H -4.2629 -3.7259 -0.7525
H -6.3254 -4.1574 0.9327
H 0.3912 -6.1409 2.9453
H -5.3077 -5.4371 0.6802
H 1.5271 5.5272 3.9006
H 2.0361 1.5000 2.8869
H -4.6431 0.2535 2.0581
H -0.9999 2.2412 0.6852
H -1.3498 -4.5399 -3.6729
H -1.6391 5.4413 1.4279
H 4.6038 0.0578 2.4514
H -0.2662 2.5369 3.0316
H 0.3858 5.5195 0.7053
H -0.8323 5.0449 3.8901
H 5.0533 -3.8077 0.1576
H 6.3213 -0.8509 -4.4170
H 1.2218 -2.3132 -2.4767
H -0.5141 3.6020 4.9492
H 1.3250 -4.6596 -2.6964
H 4.6633 -0.7403 -2.9942
H 2.1812 -1.2764 2.5777
H -6.5261 -2.5890 3.3523
H -5.7451 -1.8253 5.6999
H 2.0966 4.2210 4.5791
H -1.5989 -5.7852 2.1138
H -7.2781 -1.4050 4.4136
H 4.7344 -2.0791 0.0641
H 7.8374 1.5831 -4.1067
H -0.4107 4.7981 -0.6668
H -1.4286 7.1201 1.2199
H -0.6138 -6.1181 -1.5536
H -2.5786 -2.9725 0.0426
H 0.6319 -2.8956 5.3404
H 4.2744 -3.8506 -2.4181
H 3.4783 -1.8927 3.3853
H 3.0551 -1.3278 -1.9644
H -5.6372 0.4043 -1.1338
H 2.4726 -1.3988 5.1892
H -5.0541 -2.4826 0.1902
H 1.3266 -3.5216 3.0179
H 1.1489 -4.3454 -0.9909
H 1.5287 -4.5168 4.4338
H 7.0611 1.2861 -5.5404
H -3.4277 1.1041 0.7701
*
```

* gap between HOMO and LUMO (spin up / spin down): 8.010 / 5.075 eV
* <S²>: 0.82



Density functional theory data (the ωB97M-V functional and the def2-TZVPD basis) for a single C4H7Cl2NS molecule.

The geometry in ORCA input format:
```
! RIJCOSX wB97M-V def2-TZVPD def2/J DEFGRID3
* xyz 0 1
Cl -0.3907 1.4357 3.7109
Cl -1.5825 -1.2107 1.8956
S 0.0950 1.3655 1.6085
N 1.3740 0.5888 1.3688
C 0.1853 -0.7287 -0.7400
C 0.7899 -0.7621 -2.0705
C -1.3439 0.2850 1.0277
C -0.9017 -0.0170 -0.6035
H 0.5025 -1.1568 0.2187
H 0.8255 0.2826 -2.4882
H -2.2187 0.8686 0.9493
H -1.4738 0.5104 -1.2793
H 2.2846 1.0175 1.1814
H 0.0899 -1.3415 -2.7458
H 1.7646 -1.1374 -2.0337
*
```

* gap between HOMO and LUMO: 9.210 eV



Density functional theory data (the ωB97M-V functional and the def2-TZVPD basis) for 2 unconnected molecules or ions with the total composition C7H17NO.

The geometry in ORCA input format:
```
! RIJCOSX wB97M-V def2-TZVPD def2/J DEFGRID3
* xyz 0 1
O -2.5355 -1.7512 -0.7067
N -0.7182 -0.5394 -1.4209
C 2.0869 -0.2857 3.1567
C -1.0662 -0.8525 -2.8551
C -0.5502 2.1014 -1.3132
C -1.5730 -0.7247 1.0499
C 1.9189 -0.3168 1.6217
C 0.1052 0.7029 -1.3220
C -1.6094 -1.0012 -0.4048
H -1.1763 0.2177 -3.2785
H 2.9371 -0.4210 1.2424
H -0.0736 2.9465 -1.8949
H -0.6040 2.2494 -0.1948
H -0.1161 -1.1638 -3.2900
H -2.5487 -0.3331 1.3195
H -1.2898 -1.6850 1.4906
H 3.1334 -0.6034 3.4136
H 1.3407 -0.9736 3.6458
H -0.7264 0.0000 1.1812
H -1.9775 -1.4395 -2.8549
H 1.5626 0.6577 1.2011
H 0.9116 0.6941 -0.5183
H 0.7995 0.6142 -2.1500
H -1.4621 2.2068 -2.0063
H 2.0593 0.6461 3.7031
H 1.1718 -0.9459 1.1851
*
```

* gap between HOMO and LUMO: 9.949 eV
* SMILES string: CCN(C)C(C)=O.CC



Density functional theory data (the ωB97M-V functional and the def2-TZVPD basis) for 2 unconnected molecules or ions with the total composition C3H8NO.

The geometry in ORCA input format:
```
! RIJCOSX wB97M-V def2-TZVPD def2/J DEFGRID3
* xyz 1 1
O 0.5665 0.3627 2.3568
N -0.2299 0.1842 -2.2071
C -0.3131 -0.6069 0.5985
C 0.0370 -0.6742 1.9989
C 0.4918 0.6284 0.3420
H 1.5619 0.7087 0.5310
H -1.3701 -0.4631 0.3591
H -0.0172 1.5852 0.4648
H -0.1886 -1.4771 2.6962
H 0.7140 -0.1110 -2.3542
H -0.1188 -1.5237 0.0279
H -0.4052 1.0669 -1.7331
H -0.7284 0.3198 -3.0807
*
```

* gap between HOMO and LUMO: 7.915 eV



Density functional theory data (the ωB97M-V functional and the def2-TZVPD basis) for a gas-phase ion, C7H13N4O4 (charge +1).

The geometry in ORCA input format:
```
! RIJCOSX wB97M-V def2-TZVPD def2/J DEFGRID3
* xyz 1 1
O 3.3452 -0.0808 0.3873
O -4.8402 -0.9661 -0.4301
O -4.9378 0.4590 1.1447
O 1.6257 -0.4623 -1.1050
N -1.9146 -0.9074 -0.6866
N -2.4118 1.1588 0.5182
N -0.7260 -0.3587 -0.1703
N -4.3612 -0.1755 0.3237
C -1.0786 1.1175 0.1424
C -0.1761 -1.1115 0.9933
C 4.4239 -0.1158 -0.5829
C -0.7586 1.8802 -1.1025
C -3.0145 0.1656 0.1204
C 1.2652 -0.5830 1.2526
C 2.1072 -0.3312 0.0332
H -0.0456 1.3200 -1.8422
H 0.1936 -0.4709 -0.8373
H 1.2047 0.2869 1.7713
H 5.2197 -0.7659 -0.1018
H 4.5667 0.9263 -0.8960
H -2.0565 -1.9061 -0.5197
H -1.6498 1.9559 -1.6324
H 3.9263 -0.7593 -1.3607
H -0.8112 -1.0439 1.8407
H 1.8163 -1.4000 1.8245
H -0.4289 2.8733 -0.8632
H -0.1080 -2.1497 0.8017
H -0.3750 1.4446 0.9767
*
```

* gap between HOMO and LUMO: 9.818 eV
* SMILES string: COC(=O)CC[N@H+]1NC([N+](=O)[O-])=N[C@@H]1C



Computed values of energy above the lowest of the compared OMol25 structures with the same formula, charge and spin (unit: kJ/mol) for the preceding records, in sequence: 351.3, 74.1, 167.7, 110.3, 197.3, 269.8, 350.8, 269.3.